[1]
{"formula": "C14H21N3O6S", "method": "wB97M-V/def2-TZVPD", "charge": 0, "de_lowest_kcal_mol": 2.5, "homo_lumo_gap_ev": 9.613, "species": ["S", "O", "O", "O", "O", "O", "O", "N", "N", "N", "C", "C", "C", "C", "C", "C", "C", "C", "C", "C", "C", "C", "C", "C", "H", "H", "H", "H", "H", "H", "H", "H", "H", "H", "H", "H", "H", "H", "H", "H", "H", "H", "H", "H", "H"], "xyz": [[0.474, -1.196, -2.485], [2.880, -0.920, 2.796], [-0.423, -2.596, 0.179], [1.358, -0.366, -3.255], [-1.091, 0.802, 0.897], [-2.665, 2.381, 1.116], [0.316, -2.564, -2.854], [-0.991, -0.460, -2.496], [2.830, -0.281, 0.617], [1.254, -1.790, 1.466], [4.011, 0.539, 0.795], [0.539, 2.517, 1.477], [-2.335, 1.491, -1.906], [-2.176, -1.186, -2.104], [1.137, -1.114, -0.810], [-0.356, 1.390, 1.973], [2.354, -1.002, 1.709], [-2.235, 1.410, 0.551], [0.728, -2.577, 2.570], [2.231, -0.363, -0.592], [-2.733, -0.741, -0.751], [-0.945, 0.965, -2.232], [-2.906, 0.786, -0.661], [0.563, -1.900, 0.254], [0.659, -3.619, 2.262], [-3.693, -1.235, -0.599], [-2.060, -1.086, 0.030], [-3.963, 1.055, -0.582], [-2.996, 1.315, -2.754], [3.793, 1.577, 0.548], [4.310, 0.468, 1.840], [-0.537, 1.457, -3.120], [-0.070, 3.345, 1.122], [1.168, 2.168, 0.660], [4.820, 0.178, 0.160], [-1.890, -2.237, -2.063], [-0.264, 1.164, -1.394], [-1.063, 1.770, 2.717], [-2.288, 2.567, -1.731], [1.169, 2.865, 2.290], [1.397, -2.469, 3.419], [-2.932, -1.063, -2.887], [-0.272, -2.226, 2.826], [0.233, 0.579, 2.404], [2.663, 0.203, -1.406]], "atomic_forces_ev_per_a": [[0.22, 0.07, 0.07], [0.10, 0.02, 0.21], [-0.11, -0.17, -0.04], [-0.04, 0.28, 0.16], [0.15, -0.29, -0.11], [0.04, 0.16, 0.09], [-0.25, -0.11, 0.26], [0.96, -0.45, 0.08], [-0.18, -0.17, 0.02], [-0.10, -0.15, -0.02], [0.39, 0.23, 0.14], [-0.32, -0.26, 0.00], [0.14, -0.16, 0.10], [-0.51, -0.56, 0.23], [-0.23, 0.05, -1.07], [0.16, 0.40, 0.36], [0.13, 0.14, 0.01], [-0.49, 0.01, -0.15], [-0.09, -0.18, 0.28], [-0.27, -0.09, -0.20], [0.10, -0.06, -0.11], [0.26, 0.82, -0.28], [-0.07, 0.11, 0.05], [0.09, 0.10, 0.18], [-0.03, 0.06, 0.03], [-0.01, -0.02, 0.03], [-0.13, -0.03, -0.07], [0.19, 0.01, 0.08], [-0.04, 0.06, -0.03], [-0.01, -0.01, 0.01], [-0.01, 0.04, -0.17], [-0.06, 0.09, 0.18], [0.00, 0.08, -0.02], [0.11, -0.02, -0.06], [-0.01, 0.01, 0.02], [-0.26, 0.01, -0.03], [-0.07, 0.12, -0.06], [0.15, -0.14, -0.07], [-0.01, -0.02, -0.10], [0.10, 0.07, 0.08], [-0.08, -0.01, -0.11], [0.08, -0.08, 0.05], [0.02, -0.04, 0.00], [-0.11, 0.04, -0.03], [0.09, 0.06, 0.01]]}

***

[2]
{"formula": "C2H6S", "method": "wB97M-V/def2-TZVPD", "charge": 0, "de_lowest_kcal_mol": 85.0, "homo_lumo_gap_ev": 7.210, "species": ["S", "C", "C", "H", "H", "H", "H", "H", "H"], "xyz": [[-0.036, 0.066, -0.788], [1.237, 0.280, 1.219], [-1.436, -0.420, -0.122], [1.263, 1.344, 0.959], [1.104, 0.404, 2.321], [-1.591, -1.108, 0.738], [-2.337, -0.343, -0.708], [2.177, -0.284, 1.125], [0.462, -0.507, 0.852]], "atomic_forces_ev_per_a": [[-2.95, -0.34, -3.83], [0.24, -1.83, 4.16], [0.33, -0.92, -0.95], [-0.22, -0.61, -1.05], [0.16, -0.32, -0.17], [0.74, 0.38, -0.27], [-0.41, 0.89, 0.20], [0.01, 0.71, -0.36], [2.10, 2.04, 2.27]]}

***

[3]
{"formula": "C29H54N3PSi2Ti", "method": "wB97M-V/def2-TZVPD", "charge": 0, "de_lowest_kcal_mol": 0.0, "spin_multiplicity": 3, "homo_lumo_gap_ev": [5.896, 7.503], "species": ["Ti", "P", "Si", "Si", "N", "N", "N", "C", "C", "C", "C", "C", "C", "C", "C", "C", "C", "C", "C", "C", "C", "C", "C", "C", "C", "C", "C", "C", "C", "C", "C", "C", "C", "C", "C", "C", "H", "H", "H", "H", "H", "H", "H", "H", "H", "H", "H", "H", "H", "H", "H", "H", "H", "H", "H", "H", "H", "H", "H", "H", "H", "H", "H", "H", "H", "H", "H", "H", "H", "H", "H", "H", "H", "H", "H", "H", "H", "H", "H", "H", "H", "H", "H", "H", "H", "H", "H", "H", "H", "H"], "xyz": [[-5.679, -18.249, 3.756], [-4.150, -18.730, 1.530], [-7.190, -21.536, 2.521], [-5.452, -20.378, 5.243], [-8.903, -16.409, 2.044], [-7.093, -16.910, 4.214], [-4.533, -16.118, 3.998], [-7.427, -15.371, 6.137], [-3.206, -20.339, 1.884], [-6.928, -14.477, 7.074], [-5.844, -22.864, 2.209], [-8.638, -22.393, 3.392], [-4.564, -18.733, 5.848], [-1.781, -18.153, -0.081], [-4.738, -14.680, 6.018], [-2.855, -17.551, 0.774], [-8.809, -18.085, 5.362], [-6.202, -18.214, -0.201], [-8.326, -15.085, 2.152], [-8.424, -17.357, 4.244], [-4.001, -21.587, 5.439], [-10.661, -17.507, 3.376], [-6.646, -15.917, 5.114], [-5.118, -19.261, 0.025], [-9.476, -16.828, 0.736], [-4.830, -15.418, 2.725], [-2.159, -20.005, 2.924], [-3.049, -16.143, 4.227], [-6.676, -20.893, 6.592], [-11.011, -18.420, 4.368], [-9.336, -17.073, 3.187], [-5.598, -14.046, 6.968], [-6.469, -20.172, 3.587], [-5.308, -15.489, 5.055], [-10.065, -18.742, 5.382], [-7.914, -20.970, 0.906], [-11.411, -17.142, 2.736], [-7.293, -20.967, 0.020], [-5.239, -13.315, 7.678], [-5.949, -23.309, 1.187], [-10.315, -19.440, 6.179], [-5.512, -20.288, 0.159], [-6.294, -21.524, 7.352], [-7.549, -21.317, 6.079], [-9.024, -14.339, 1.799], [-5.939, -23.630, 3.013], [-6.897, -19.970, 7.099], [-7.409, -14.967, 1.583], [-10.471, -16.418, 0.597], [-3.287, -21.153, 6.152], [-8.873, -21.500, 0.739], [-1.400, -17.474, -0.868], [-7.450, -19.693, 3.893], [-8.883, -16.547, -0.130], [-3.503, -21.710, 4.490], [-0.933, -18.347, 0.578], [-2.604, -19.687, 3.860], [-1.573, -20.928, 3.146], [-8.076, -19.887, 1.096], [-3.347, -16.731, 0.174], [-4.843, -22.555, 2.274], [-3.945, -20.975, 2.267], [-2.641, -16.789, 3.451], [-2.903, -16.598, 5.193], [-9.072, -23.189, 2.749], [-5.814, -17.182, -0.472], [-8.471, -22.894, 4.345], [-8.450, -15.708, 6.178], [-3.939, -14.929, 2.300], [-2.529, -15.154, 4.237], [-2.824, -20.725, 0.949], [-9.530, -17.924, 0.674], [-1.469, -19.279, 2.584], [-2.476, -16.952, 1.618], [-4.432, -22.513, 5.841], [-3.666, -14.346, 6.068], [-6.855, -18.075, 0.629], [-6.854, -18.481, -1.089], [-8.189, -18.002, 6.246], [-7.514, -14.134, 7.853], [-2.040, -19.127, -0.525], [-4.399, -19.272, -0.769], [-5.187, -16.167, 1.963], [-3.631, -18.406, 5.343], [-9.377, -21.618, 3.526], [-8.006, -14.891, 3.192], [-5.209, -17.849, 6.093], [-4.298, -19.072, 6.859], [-5.540, -14.687, 2.902], [-12.031, -18.899, 4.379]], "atomic_forces_ev_per_a": [[1.11, 1.51, -1.91], [0.20, -0.72, -0.14], [1.72, -0.75, 1.17], [-1.05, -1.35, -0.42], [0.19, -0.53, -1.30], [0.77, 1.75, 0.52], [1.15, 0.60, -0.15], [-0.35, -0.18, -0.10], [0.26, 2.86, -0.54], [2.04, -0.29, -2.01], [-1.58, -0.98, -0.22], [0.06, -0.70, -0.68], [-0.42, 0.54, 0.49], [1.27, -0.45, -0.02], [-0.37, 2.11, 0.94], [-1.58, 1.13, -0.01], [-2.06, -0.34, -0.16], [-0.25, 0.68, -2.57], [0.34, -0.26, 0.57], [-0.26, 0.69, 0.23], [-0.62, 0.47, -0.10], [1.01, -0.67, 0.33], [-0.97, -0.29, -0.07], [-0.03, 0.57, 1.17], [0.12, -0.07, 1.09], [1.37, -2.08, -1.33], [0.32, -2.19, 0.34], [-0.94, 0.26, 0.08], [0.12, 0.93, -0.99], [0.18, -0.78, 1.02], [0.03, -0.53, 1.19], [-0.07, -1.35, -0.17], [-0.19, -1.54, 0.72], [1.20, -0.92, 0.12], [-0.01, 0.82, -0.70], [-0.72, 0.96, 0.26], [-0.82, 0.18, -1.05], [0.05, -0.48, -0.17], [0.30, -0.10, 0.00], [-0.10, -0.03, 0.89], [-0.01, 0.26, -0.11], [0.26, 0.73, 0.10], [0.46, -0.93, 0.56], [0.11, 0.17, 0.44], [-0.35, 0.53, 0.07], [-0.11, 0.17, -0.75], [-0.80, 0.49, 0.29], [0.14, -0.22, -0.45], [-0.39, 0.08, -0.19], [-0.16, -0.24, -0.09], [0.47, 0.47, -0.14], [-0.38, -0.35, 0.32], [0.73, -0.09, 0.28], [0.43, 0.46, 0.22], [0.30, -0.53, -0.18], [0.21, -0.21, -0.24], [-0.11, 0.17, 0.09], [-0.23, 0.63, 0.02], [-0.51, -0.48, -0.21], [-0.25, -1.02, 0.58], [1.29, 0.67, 0.08], [-1.00, -0.91, 0.48], [0.20, 0.14, 0.20], [0.32, -0.13, 0.27], [0.13, 0.54, 0.11], [-0.04, -1.17, 0.42], [0.33, 0.29, 0.15], [-0.20, 0.08, 0.23], [-0.12, -0.14, 0.27], [-0.62, -0.52, -0.24], [0.32, -0.25, -0.14], [-0.12, 0.25, 0.33], [0.74, 0.90, -0.33], [0.26, -0.49, -0.35], [0.43, 0.06, -0.30], [-1.17, -0.69, -0.51], [-0.46, -0.05, 0.86], [0.60, 0.15, 0.94], [0.25, -0.69, -0.11], [-1.26, 0.76, 1.32], [-0.09, 0.45, -0.04], [0.31, -0.12, -0.78], [0.14, 0.90, 0.62], [-0.58, -0.32, 0.41], [-0.58, 0.21, 0.19], [-0.58, -0.02, -0.49], [0.48, -0.44, -0.36], [0.12, -0.15, -0.30], [-1.56, 1.36, 0.11], [1.21, 0.74, 0.04]]}

***

[4]
{"formula": "C29H21GeN2O7W", "method": "wB97M-V/def2-TZVPD", "charge": 3, "de_lowest_kcal_mol": 49.7, "homo_lumo_gap_ev": 5.664, "species": ["W", "Ge", "O", "O", "O", "O", "O", "O", "O", "N", "N", "C", "C", "C", "C", "C", "C", "C", "C", "C", "C", "C", "C", "C", "C", "C", "C", "C", "C", "C", "C", "C", "C", "C", "C", "C", "C", "C", "C", "C", "H", "H", "H", "H", "H", "H", "H", "H", "H", "H", "H", "H", "H", "H", "H", "H", "H", "H", "H", "H", "H"], "xyz": [[0.550, -0.154, -0.274], [-1.928, -1.497, -0.777], [1.048, -0.699, 1.402], [2.464, 2.225, 1.550], [-0.639, 1.702, -1.684], [1.124, -0.047, -2.076], [2.657, -0.187, -3.731], [2.532, -0.885, 3.137], [1.073, -2.264, -0.734], [0.777, 1.686, 0.058], [2.711, -0.274, -0.272], [-1.626, -0.259, 1.922], [1.962, 5.155, 0.426], [-3.078, 1.958, 1.044], [-0.359, -3.462, -2.274], [2.389, -0.722, 1.996], [0.008, -2.409, -1.297], [3.343, -0.507, 0.871], [3.373, -0.178, -1.422], [-4.607, -4.374, 0.485], [4.751, -0.253, -1.462], [1.699, 2.620, 0.727], [-2.158, 0.613, 2.840], [0.078, 2.385, -0.970], [0.037, 4.864, -1.658], [5.429, -0.438, -0.258], [-1.884, -3.911, 0.875], [-3.857, -5.219, 1.292], [-2.500, -4.989, 1.487], [-2.866, 1.732, 2.403], [0.460, 3.782, -0.904], [1.530, 6.246, -0.329], [-1.703, 0.006, 0.518], [-2.515, 1.114, 0.116], [2.429, -0.121, -2.582], [-4.001, -3.293, -0.139], [4.719, -0.587, 0.934], [-2.639, -3.063, 0.064], [1.413, 3.927, 0.121], [0.591, 6.103, -1.349], [6.510, -0.496, -0.251], [-2.464, -0.937, -2.083], [-3.704, 2.779, 0.722], [-4.331, -6.065, 1.770], [5.268, -0.184, -2.411], [-2.062, 0.409, 3.898], [-0.321, -4.434, -1.770], [2.695, 5.267, 1.214], [5.211, -0.772, 1.880], [1.934, 7.228, -0.121], [-0.825, -3.741, 1.048], [-0.688, 4.752, -2.453], [-2.718, 1.283, -0.932], [-1.922, -5.653, 2.116], [-1.347, -3.313, -2.701], [-1.155, -1.167, 2.277], [0.288, 6.977, -1.911], [-5.662, -4.557, 0.335], [-3.299, 2.408, 3.131], [-4.597, -2.650, -0.778], [0.405, -3.465, -3.059]], "atomic_forces_ev_per_a": [[-0.17, -0.80, -0.89], [-0.65, 0.02, 0.49], [0.18, 0.15, 0.29], [0.00, 0.15, -0.06], [0.04, -0.07, 0.11], [0.04, -0.09, 0.05], [0.05, 0.08, 0.02], [0.09, -0.09, 0.00], [0.04, -0.05, -0.08], [0.09, 0.98, -0.16], [0.20, 0.02, 0.07], [-0.05, -0.24, -0.08], [0.01, -0.04, -0.01], [-0.02, -0.03, -0.01], [0.24, -0.14, -0.07], [-0.23, 0.14, -0.09], [-0.39, 0.12, 0.10], [-0.06, 0.00, 0.07], [-0.07, -0.01, -0.06], [0.03, -0.06, 0.05], [-0.01, 0.00, 0.00], [0.05, -0.31, 0.32], [-0.02, -0.03, 0.02], [0.12, 0.00, 0.14], [-0.01, -0.04, 0.01], [0.01, 0.00, 0.01], [0.06, 0.10, 0.06], [-0.02, 0.03, -0.03], [0.01, -0.02, 0.02], [-0.01, 0.00, 0.04], [0.07, 0.11, 0.05], [0.00, 0.01, 0.00], [0.17, 0.07, 0.03], [0.01, 0.02, -0.06], [0.04, -0.06, 0.03], [0.01, 0.04, -0.10], [0.00, 0.01, -0.01], [0.01, -0.09, -0.13], [-0.07, 0.07, -0.10], [0.00, 0.02, -0.01], [0.00, 0.00, 0.00], [0.07, -0.03, -0.04], [0.01, 0.00, -0.02], [0.00, 0.00, 0.00], [0.01, 0.00, 0.00], [0.00, -0.01, 0.00], [0.01, 0.02, 0.03], [0.00, 0.00, 0.00], [0.01, 0.00, 0.00], [0.01, 0.00, 0.01], [0.00, -0.01, 0.00], [0.00, 0.01, 0.00], [0.03, 0.03, 0.01], [0.00, -0.01, 0.00], [0.02, -0.02, -0.03], [0.06, 0.06, 0.01], [-0.01, -0.01, -0.01], [0.00, 0.00, 0.00], [0.00, 0.00, 0.00], [0.01, 0.00, 0.00], [0.00, 0.01, 0.01]]}